(1)
Below is a cluster of 6 separate species, C26H60O15S in total, with properties calculated with ωB97M-V with the def2-TZVPD basis set.

Geometry as XYZ:
```
102
Properties=species:S:1:pos:R:3:forces:R:3
H -4.5902 5.5199 0.6353 0.0071 0.0083 -0.0588
H -2.5342 -4.9514 0.8859 0.3805 -0.0114 0.2795
C 1.4135 5.5292 -1.2561 -0.3235 0.1069 0.1877
H 0.7411 4.8759 -1.8251 0.0628 0.0394 -0.1386
H 4.0990 -3.5839 -4.6667 0.0392 0.0108 -0.0054
H 4.3055 1.1756 4.9342 0.1134 0.1547 0.1200
C 2.0169 -0.7818 -1.0917 0.3560 0.0326 0.3428
H -2.8855 1.3212 1.4665 -0.0479 0.1378 -0.0163
H 2.3981 -1.7330 -1.4536 -0.3107 -0.1627 -0.0816
H 2.4280 5.3838 -1.6262 0.0172 -0.0746 0.0879
H 1.1601 2.4483 1.4381 -0.0784 -0.4054 -0.1622
H 2.0281 4.0411 2.9054 -0.1885 0.1167 -0.1246
H -1.9720 4.4162 1.3755 -0.0494 0.1212 -0.0014
H 3.3021 1.6597 2.6513 0.2070 0.1806 -0.2061
H 0.5932 0.5558 0.4797 -0.2577 0.1452 0.1870
H -4.3402 3.8984 1.2633 -0.0172 -0.0640 -0.0461
C -3.0546 -1.3671 -1.2698 0.3924 0.1763 0.5727
H 1.6618 7.6270 -0.8326 0.0503 -0.0274 -0.0431
H -2.2681 -5.6608 -0.6783 0.0529 -0.0170 -0.1813
H 2.6142 -6.7699 -1.0814 0.0282 -0.1224 0.0368
H -2.6941 3.4391 -0.5878 -0.1314 0.0031 -0.1669
H -4.1015 0.1784 2.7654 0.1968 0.0317 0.4346
H -2.3895 2.5093 -4.6142 -0.0781 -0.0632 0.0949
C -2.9702 -3.6193 -0.7037 0.1572 -0.8877 -0.7138
H 1.9382 -7.5093 0.3818 0.0423 0.0193 -0.0021
C 4.0081 -4.9527 -2.9923 0.5145 0.0389 -0.0292
O 0.2456 1.0387 4.3349 -0.5853 0.1579 0.3129
H 5.6697 -4.2465 -4.1781 -0.0299 0.0917 0.0341
H -4.1085 -1.6374 -1.1977 -0.1680 0.1465 -0.2173
C -2.9655 4.4628 -0.3048 -0.0640 -0.2263 0.3910
H -2.6444 0.7402 -1.3699 -0.4173 -0.0153 0.4058
H 2.9560 -5.2018 -3.1225 0.0048 -0.0665 0.0801
H -0.9282 2.3962 -3.6176 -0.0239 0.1355 -0.0740
C 0.2365 1.0208 2.8818 1.6456 1.6457 -0.6428
O -1.4852 1.4185 6.0507 -0.4913 -1.8734 0.9061
C -1.8432 1.0523 1.2708 -0.0124 0.0388 -0.5929
O -1.9597 1.5334 3.5531 0.5675 0.4747 0.3784
C 4.6090 -4.4771 -4.3019 -0.0594 -0.0074 -0.0479
H 4.5355 -5.2580 -5.0596 -0.0672 0.0075 0.0109
H -1.0738 -4.5294 -0.0522 0.0422 0.1795 -0.0502
H -0.3486 2.2542 -6.0530 0.0287 -0.0223 0.0050
C -2.1360 -4.7468 -0.1045 -0.5370 0.0060 0.3252
H -0.3601 -7.3466 -0.6116 -0.0910 0.0728 -0.1361
H -1.4870 -0.7581 4.2561 0.1080 0.4561 0.1072
H 0.9511 -0.6563 -1.2804 -0.1060 -0.4147 -0.0484
H 2.8210 -1.4619 0.7998 0.3840 0.2357 0.4432
H -1.3386 1.9344 0.8529 -0.0724 0.1531 0.2473
H 5.5982 -5.9105 -2.3984 -0.0804 -0.0511 0.0027
O 1.1769 0.0968 2.4524 -0.3991 -0.4057 0.5463
C -2.8698 0.0168 -0.5643 0.0547 -0.4096 -1.4703
H 3.9151 3.0899 3.5416 0.1929 -0.0141 -0.3350
O -2.1548 0.7371 -3.6391 -0.0144 0.1303 -0.0384
O 3.2528 0.5452 0.4914 0.3539 -0.1805 0.6086
C 0.9953 6.9799 -1.4037 0.0128 0.0485 -0.0158
C 2.3680 -0.5560 0.4160 -1.0324 0.6289 -1.5477
H 1.0344 -6.3858 -2.8795 -0.0829 -0.0333 0.0354
H -1.4320 0.1602 -3.3637 -0.0651 0.0032 -0.0721
C 1.7269 -6.8312 -0.4468 0.0044 -0.0109 0.0244
H 2.8893 1.9953 5.6659 0.1611 0.1973 0.0288
H 1.0153 7.2899 -2.4502 -0.0223 0.0129 0.0131
C -4.3329 4.4997 0.3501 -0.0293 -0.0052 -0.0216
O -4.0207 -0.7026 3.1560 -0.3198 0.4233 0.1085
C 1.0292 -0.2454 1.0740 0.7631 -0.7903 0.3296
C 3.2773 1.4955 4.7796 -0.4480 -0.5443 -0.5811
H -0.0142 7.1300 -1.0140 -0.0282 -0.0438 -0.0699
C -0.7834 1.4014 -5.5295 -0.0388 -0.0184 -0.0412
H -3.1853 -3.8753 -1.7509 0.0134 0.1518 -0.0826
H 0.0231 0.7252 -5.2354 0.0551 0.0787 0.0169
H -3.9401 -3.5948 -0.1962 0.0279 0.3725 0.1248
O -0.8720 3.2926 4.7888 0.7285 1.1705 -0.6751
H 1.5476 -5.8315 -0.0469 -0.0862 -0.0374 0.0468
C -2.8688 -1.3246 2.7694 0.8831 2.2636 0.4417
H -3.8383 0.2537 -0.1137 0.2374 0.2681 0.4631
C 0.5259 -7.3071 -1.2439 0.4146 0.1378 -0.1478
O -1.7898 0.0109 0.3387 -0.1954 -0.4781 0.5648
O 0.2516 -6.4096 -2.3185 -0.2077 0.0276 0.0153
O 4.6681 -6.1270 -2.5270 -0.1725 -0.0722 0.0112
H 0.7033 -8.3070 -1.6533 -0.0318 -0.0678 0.1494
O -2.2987 -2.3840 -0.6559 0.0531 0.2867 0.2499
H 2.7788 1.3224 0.1676 0.1276 -0.0680 0.0357
O -1.9688 4.9684 0.5838 0.2753 0.0654 -0.1334
H -0.1176 3.0929 2.4203 0.0794 0.1444 -0.0659
H 2.6948 0.5834 4.6548 -0.0294 -0.1122 0.1903
C 1.7947 3.0810 3.3634 0.8750 -0.3950 -0.2493
C -1.5739 1.8522 -4.3161 0.2707 -0.2517 0.0104
H 0.4992 5.2482 0.4360 -0.0480 -0.0096 -0.0404
S -1.0201 1.8934 4.8215 -0.2731 0.4821 -0.6898
H -5.1010 4.1183 -0.3247 -0.0050 -0.0172 0.0297
C 3.1415 2.3251 3.4941 -0.2141 0.2539 0.8577
H 4.0844 -4.1759 -2.2242 -0.1578 0.0924 -0.0616
H -2.9587 5.0780 -1.2032 0.1816 0.0726 0.0594
H -1.4263 0.8553 -6.2204 -0.0324 0.0598 -0.0036
C 0.7536 2.4306 2.4459 -1.1263 0.3900 0.3585
C -1.2406 0.6774 2.6127 -0.5394 -0.7564 1.3987
O -2.9182 -2.2924 2.1327 -0.4211 -3.2385 -1.3666
H 2.5213 -0.0123 -1.6713 0.1226 0.0823 -0.0099
C -1.5184 -0.7408 3.1695 -0.2999 -0.1604 -0.5390
H -0.7457 -1.4291 2.8513 -0.0953 -0.1941 -0.2940
H 0.4159 -1.1454 1.0168 -0.3128 0.1420 -0.2946
H 1.4297 3.3070 4.3591 -0.2675 -0.0416 -0.0289
H -2.7761 -1.2772 -2.3217 -0.1189 -0.0798 -0.0903
O 1.4005 5.1299 0.1100 0.1167 -0.1626 0.0401
```
Positions in Å, forces in eV/Å.

Structure (SMILES): CCCC[C@@]1(OC[C@@H](C)O)OS(=O)(=O)O[C@]1(COCCOCC)CC(=O)O.CCO.CCO.CCO.CCO.CCO
Total energy (Ha): -2553.29446
LUMO level (Eh): 0.006
HOMO (eV): -9.57
HOMO-LUMO gap (eV): 9.73

(2)
Below is a cluster of 7 separate species, C26H61Cl8O12P3 in total, with properties calculated with ωB97M-V with the def2-TZVPD basis set.

Geometry as XYZ:
```
110
Properties=species:S:1:pos:R:3:forces:R:3
Cl 0.9274 9.9793 -6.1274 -0.8881 -0.4114 0.7068
H 0.5829 -5.9078 -7.8610 0.3299 0.2175 -0.2096
O 5.6172 -2.3656 5.4482 2.6106 -2.8919 2.4125
C 0.1956 -5.9143 -5.7448 1.2380 0.4558 1.0001
H -8.4029 6.2344 1.0138 -0.0442 -0.1128 0.1773
H 6.1284 -2.1030 10.2363 -0.0735 0.0328 0.4040
Cl -11.0714 -4.5223 -3.1847 -0.5509 -0.3080 0.0032
H 6.6117 -0.7535 4.6176 -0.0774 0.0710 0.0703
H 0.0131 1.4397 -2.2471 0.1058 0.2313 -0.2140
H 3.2969 8.9223 -7.2608 0.0544 0.1741 -0.1162
C -12.2250 3.9554 2.9581 -0.0173 -0.4004 1.0991
C -0.6551 3.3443 -3.1842 0.2578 -0.3093 0.1067
C 6.1382 -6.6857 5.3619 -0.8787 -0.1833 0.8940
Cl -0.4498 4.3186 -1.6888 -0.3333 -0.3949 0.0384
H 4.7722 -0.7901 2.7597 0.0595 0.0090 -0.3383
Cl 3.9713 10.9420 -6.1710 0.1816 -0.3042 0.0873
O -9.9788 5.6559 5.9042 1.0097 -1.0390 -1.8631
H 5.9883 -2.0530 2.5468 0.4058 0.2303 0.2986
H 7.7912 7.7779 -0.4530 -0.4980 -0.4611 -0.2838
O -9.0357 5.3783 3.4149 -0.4012 -0.3047 3.0668
C 5.8700 7.8272 0.5539 0.1551 -0.9566 0.3264
P 7.0114 -2.9380 6.1263 0.3344 -0.8333 -0.2977
C -9.6731 -3.4842 -3.4837 -0.3235 0.9309 1.3904
H -6.8728 3.2821 6.8176 0.0046 0.0253 0.0047
P -9.4091 4.7286 4.8726 -0.8721 0.3798 0.9380
H -1.5865 3.6352 -3.6700 0.1411 0.1719 0.1043
C 6.1093 -5.1959 5.0279 1.8204 -0.7046 -0.3255
C -11.8635 3.6309 4.4749 0.1123 1.0743 -2.5111
H -12.1970 2.6240 4.7260 -0.4727 0.4563 0.4309
C -0.6885 1.8091 -2.9950 0.1346 1.1515 0.4692
C 5.9694 -7.5983 -3.8821 1.0874 -1.7792 -0.3476
H -9.6486 -3.3232 -4.5615 0.2898 0.2136 0.2001
H 0.0209 -6.9707 -5.5410 -0.1352 -0.0931 -0.7798
H -0.7231 -5.3393 -5.6288 0.0274 -0.0307 -0.4051
O 8.3130 -2.6752 5.4522 -1.9024 0.7291 0.8249
H 6.9008 -7.3593 -3.3688 -0.2606 0.7606 0.3662
H 6.7325 -5.8650 -7.8501 0.5962 0.4803 -0.2935
H 4.5532 -6.9698 -8.3728 -0.4391 0.1749 -0.3934
H -10.6585 -1.5577 -3.1095 -0.4065 -0.2672 0.6597
O 4.5830 -5.1419 -7.3965 -1.1798 1.0708 1.3862
H 5.6489 -7.3588 4.6579 0.1865 0.3724 -0.4821
C -8.7974 2.2801 6.8584 0.0573 0.2878 0.3003
Cl 8.1554 6.5389 1.4561 -0.2234 0.2525 0.2280
C 5.2045 -1.6844 3.2086 0.0863 0.8104 -0.1232
H 5.5898 6.7743 0.5247 -0.2353 0.0743 0.0995
H 6.3356 -8.5010 -4.3712 -0.7371 -0.5673 -0.1110
H 4.8230 -3.2876 10.2442 -0.3289 0.3025 -0.0631
H 6.7649 -4.0850 8.8999 -0.1589 0.0906 0.6493
H -7.2569 4.9048 0.7288 0.3334 0.3954 -0.3163
O -10.4481 3.5303 4.5357 2.1696 0.2124 0.0628
O 2.3338 -6.2503 -6.8700 1.2508 -0.0100 0.3135
O 4.4384 -6.7971 -5.5531 -2.4085 -0.5509 -1.7368
H -8.4329 1.5081 6.1806 -0.3980 -0.1494 0.0514
C 7.3736 7.8604 0.5504 0.9593 0.7322 -1.0835
H -0.4609 1.3698 -3.9662 -0.4029 -0.2604 0.1156
H -12.1393 4.4908 5.0853 -0.5545 -0.5474 0.4236
Cl -9.8770 -2.3277 -0.8899 -0.1372 0.1261 -1.1700
H 5.4536 -5.7133 -4.2123 -0.0033 0.7436 -0.3668
H 6.4321 -6.2879 -5.5447 0.0875 -0.2660 -0.1819
H 5.5718 -6.8592 6.2769 -0.1386 0.1779 0.2200
O 6.9178 -2.5001 7.6971 -0.2372 -0.3851 -1.9458
C 6.0803 -3.3230 8.5274 -0.8531 -0.4127 0.4980
Cl -2.3039 1.3359 -2.3670 0.2211 -0.1181 -0.3554
C 3.2073 9.9822 -7.4990 -0.1492 1.0289 0.3707
H 1.2654 10.0166 -8.4680 -0.1184 -0.1034 0.1653
Cl 5.2216 8.4999 2.0860 -0.0441 -0.0002 -0.4250
H 6.4847 -4.7573 -9.3340 0.1149 0.0774 0.5752
C 6.3008 -5.7108 -8.8390 -1.2546 -1.2814 -0.0104
H 0.8443 -5.6344 -4.9149 -0.2112 0.2425 0.4087
H 1.7132 11.5289 -7.6458 -0.0091 -0.1032 -0.1185
H 6.6749 -6.4919 -9.5009 0.0004 -0.0609 -0.0497
H -11.7885 4.9052 2.6493 0.1854 -0.0630 0.1253
H -8.7913 1.9321 7.8914 0.1717 -0.0849 -0.0273
H 6.8251 -5.0364 4.2215 -0.3292 0.0876 -0.5003
H -8.2222 4.2854 7.3724 0.0315 0.1355 -0.0164
H 4.8515 -0.6665 5.0911 0.2478 0.8199 -0.4510
H -11.8538 3.1522 2.3216 0.1505 0.0505 0.0202
H 5.1471 -4.7658 4.7497 -0.0342 -0.1236 0.4134
H 4.2833 -5.3626 -9.3642 -0.8167 -0.9119 -0.0481
C -8.2153 4.6393 2.5348 -0.0484 0.2896 -1.4218
H -9.8108 2.6108 6.6309 -0.0513 -0.5439 -0.0785
H 5.1642 -7.7968 -3.1749 0.1338 -0.0647 -0.1035
O 6.7460 -4.5347 6.1511 -1.0567 1.1608 0.5008
C 4.7626 -5.9161 -8.5568 2.6330 0.9245 -1.0021
H 0.1965 3.6887 -3.7710 -0.1232 -0.4759 -0.2646
H 4.7467 -1.6851 9.3165 -0.3641 -0.5211 -0.3477
H 3.8126 10.2973 -8.3490 -0.3968 -0.4366 -0.2563
O 3.3126 -4.5275 -5.1912 0.2432 0.1181 -0.9091
H -8.9579 -1.5175 -2.9458 0.2111 -0.0979 0.3621
C 1.0667 -5.5547 -6.9504 -0.6334 -0.5786 0.2365
H -8.8296 -4.0644 -3.1097 0.1545 0.3451 -0.2766
P 3.6251 -5.5467 -6.2024 -0.2958 -1.2141 0.9874
H -7.4347 4.0978 3.0692 0.0458 0.1421 -0.0534
C 5.3363 -2.5457 9.6325 2.0206 -0.0471 -0.1747
C -7.6455 5.5994 1.4734 0.0670 -1.0547 0.7016
H 1.2812 -4.4866 -6.9848 -0.3452 0.0047 -0.0545
C 1.7424 10.4410 -7.5846 1.3281 0.1527 -0.8378
C 5.6459 -1.2584 4.6365 -1.3536 0.4390 -1.9440
H -13.2950 4.0345 2.7657 -0.1169 -0.0711 0.3225
H -6.8459 6.2003 1.9067 -0.0374 0.0580 -0.2008
H 7.1277 -7.0738 5.6034 0.1624 0.3528 -0.3953
H 7.8012 8.8280 0.8134 -0.2553 -0.1003 0.8227
C 5.6146 -6.5616 -4.8777 0.9756 2.1425 1.7299
H 5.4184 8.2818 -0.3279 0.1377 0.4612 0.3140
H -8.8641 3.9252 2.0276 0.0482 -0.2801 -0.0029
H 5.3413 -3.9087 7.9808 0.0268 0.3549 -0.5323
H 4.4383 -2.4561 3.1355 -0.1743 0.0617 0.7339
O -8.0528 3.9466 5.3590 -1.4620 1.6080 -2.7421
C -7.9306 3.5019 6.6730 0.0908 -0.4654 1.5085
C -9.8268 -2.1238 -2.6901 0.7633 -0.9400 -1.1674
```
Positions in Å, forces in eV/Å.

Structure (SMILES): CCOP(=O)(OCC)OCC.CCOP(=O)(OCC)OCC.CCOP(=O)(OCC)OCC.ClCCCl.ClCCCl.ClCCCl.ClCCCl
Total energy (Ha): -6635.95527
LUMO level (Eh): 0.016
HOMO (eV): -10.41
HOMO-LUMO gap (eV): 10.86

Among the records above, which one has the highest LUMO level? C26H61Cl8O12P3